Arrangement one

The following is a quantum chemistry calculation of 15 unconnected molecules or ions with the total composition H30O15, from the OMol25 dataset.

Results
HOMO-LUMO gap in eV: 10.78
E_LUMO in Ha: -0.02168
Spin multiplicity: 1

Cartesian coordinates (Å):
O: 1.681 3.104 1.944
O: -3.564 -1.035 -2.278
O: 0.217 2.074 -0.667
O: 3.443 0.126 -1.291
O: -0.175 2.292 3.714
O: -0.909 0.034 0.492
O: -0.239 5.426 1.831
O: -4.037 0.842 0.608
O: 1.964 3.239 -3.464
O: -3.161 -3.270 2.243
O: 2.791 -0.787 1.972
O: 0.701 -2.727 4.649
O: 0.466 -1.315 -5.077
O: -0.990 -3.835 -3.515
O: 1.733 -3.828 -0.832
H: -1.955 -4.145 -3.645
H: -3.639 -3.600 1.458
H: -0.813 1.917 -0.595
H: 0.513 -2.331 -5.225
H: -0.312 0.037 -0.234
H: 2.533 3.386 1.816
H: -3.302 1.466 0.669
H: 2.556 -4.322 -0.834
H: 1.504 3.526 2.784
H: 3.450 -1.488 1.625
H: -1.127 0.970 0.697
H: -2.326 -3.404 1.898
H: 0.620 -2.361 3.699
H: -3.909 -0.234 -2.673
H: -3.325 -1.638 -3.045
H: 2.189 2.858 -2.653
H: 3.645 -0.380 -0.421
H: 2.495 -0.402 1.163
H: -0.960 2.582 3.295
H: 0.186 -3.507 4.539
H: 0.515 1.777 0.170
H: -3.890 0.461 -0.325
H: 2.688 -0.272 -1.737
H: -0.415 5.108 0.997
H: -0.318 1.306 3.795
H: 2.643 3.043 -4.110
H: 0.642 4.970 1.919
H: -1.152 -2.872 -3.447
H: 1.196 -4.111 -0.019
H: 0.711 -1.077 -4.192

Arrangement two

The following is a quantum chemistry calculation of 15 unconnected molecules or ions with the total composition H30O15, from the OMol25 dataset.

Results
HOMO-LUMO gap in eV: 9.52
E_LUMO in Ha: -0.01980
Spin multiplicity: 1

Cartesian coordinates (Å):
O: -0.968 -2.751 -2.495
O: 2.040 -3.420 -0.729
O: 1.511 -3.030 3.009
O: -3.800 -3.025 0.148
O: 1.034 -0.380 4.925
O: -1.820 3.664 -0.502
O: 4.218 -0.284 -1.935
O: -0.559 1.663 1.431
O: -1.700 -2.766 1.430
O: 1.450 2.442 2.785
O: -2.159 1.143 -4.301
O: 0.002 0.349 -0.333
O: 3.839 1.356 -0.817
O: -4.592 2.408 -1.443
O: 2.021 1.748 -2.058
H: -0.906 -2.248 1.292
H: -4.752 -2.907 0.310
H: 0.663 0.985 -0.158
H: -2.742 3.626 -0.295
H: -1.380 1.336 1.035
H: 4.035 -0.536 -0.993
H: -0.075 -2.317 -2.319
H: -1.476 -2.234 -3.061
H: -3.555 -2.126 0.076
H: 1.478 1.041 -2.198
H: 2.690 1.500 -2.748
H: 3.660 -0.862 -2.392
H: 2.350 2.741 2.657
H: 0.628 -1.015 4.338
H: 0.934 -0.859 5.819
H: -0.061 0.008 0.579
H: -5.156 2.558 -0.703
H: 1.603 -2.134 3.391
H: 1.243 1.692 2.273
H: -0.803 2.399 2.050
H: -2.112 -2.916 0.545
H: -1.556 4.616 -0.557
H: -3.689 2.061 -1.107
H: -1.781 1.180 -3.432
H: 2.770 -2.862 -0.935
H: 2.038 -3.157 0.225
H: 2.989 1.796 -0.780
H: 4.358 1.477 0.051
H: 1.205 -2.861 2.150
H: -3.118 0.903 -4.232

Arrangement three

The following is a quantum chemistry calculation of 15 unconnected molecules or ions with the total composition H30O15, from the OMol25 dataset.

Results
HOMO-LUMO gap in eV: 10.07
E_LUMO in Ha: -0.00636
Spin multiplicity: 1

Cartesian coordinates (Å):
O: -0.879 -0.621 2.846
O: 1.456 -1.557 1.841
O: -3.079 -0.849 1.283
O: 2.296 -2.054 -0.630
O: 0.149 -0.161 -3.942
O: 2.102 3.202 0.572
O: -2.094 -0.202 -2.022
O: -0.350 -2.749 -2.096
O: -1.087 -2.726 0.572
O: 0.178 -0.174 -0.563
O: -2.352 2.160 2.200
O: 2.947 0.694 1.495
O: -1.201 2.476 -1.390
O: 2.441 0.729 -1.876
O: 0.086 1.450 1.527
H: -1.065 -2.894 -2.704
H: -0.720 -0.344 -0.843
H: -2.536 -1.518 0.781
H: -1.693 -0.792 2.378
H: -2.201 3.045 2.468
H: -1.021 -3.699 0.562
H: 2.972 0.904 -1.106
H: 1.605 -1.958 1.008
H: 0.097 2.134 2.159
H: -1.505 1.860 1.826
H: -1.266 3.005 -0.620
H: -0.317 2.689 -1.776
H: 2.136 4.084 0.996
H: 2.064 -0.825 1.737
H: 1.596 0.486 -1.525
H: 2.513 1.507 1.356
H: -0.189 -1.146 2.428
H: -0.036 -3.581 -1.822
H: -0.435 0.578 -4.137
H: -2.353 0.637 -1.630
H: -0.247 -0.531 -3.167
H: 3.781 0.944 1.878
H: 0.148 0.441 0.185
H: -0.747 -2.378 -0.245
H: -2.640 -0.923 -1.685
H: 1.595 -1.493 -0.737
H: 1.180 3.039 0.371
H: 2.747 -2.188 -1.468
H: -0.209 0.623 1.997
H: -3.870 -1.323 1.515

Arrangement four

The following is a quantum chemistry calculation of 15 unconnected molecules or ions with the total composition H30O15, from the OMol25 dataset.

Results
HOMO-LUMO gap in eV: 9.45
E_LUMO in Ha: -0.02552
Spin multiplicity: 1

Cartesian coordinates (Å):
O: -1.508 1.299 2.611
O: -1.069 3.947 -3.066
O: -1.849 1.243 -1.993
O: 1.860 -2.231 -2.042
O: -0.569 0.054 0.457
O: -1.551 -1.120 -3.421
O: 0.780 2.817 -1.813
O: -3.578 -2.594 1.001
O: 0.108 -4.031 4.509
O: 3.391 -3.656 2.167
O: 3.128 -1.464 1.400
O: 3.084 1.903 -0.943
O: -2.251 -3.548 -2.118
O: -1.596 4.608 0.489
O: 1.978 3.051 2.754
H: 3.062 -3.725 1.238
H: -1.898 3.724 0.031
H: 2.380 -2.111 1.242
H: -1.167 3.468 -3.821
H: -2.056 0.853 -1.195
H: 1.465 -3.131 -2.315
H: -4.215 -1.949 0.665
H: 1.394 -2.255 -1.180
H: 2.242 4.011 2.945
H: -1.285 -1.887 -3.935
H: -1.246 3.261 -2.376
H: 2.836 -0.556 1.567
H: 3.184 1.071 -1.556
H: -0.773 1.400 3.217
H: -2.258 1.039 3.250
H: 0.513 3.618 -2.293
H: 2.428 2.380 -1.437
H: -1.009 0.933 -2.324
H: -0.176 -0.778 0.748
H: 0.335 2.904 -0.998
H: 0.009 -3.717 3.552
H: -0.629 0.676 1.291
H: 2.707 -3.441 2.735
H: -0.648 4.484 0.484
H: -0.713 -4.304 4.870
H: -1.561 -4.093 -2.409
H: 1.528 2.761 3.555
H: -1.607 -0.525 -4.248
H: -3.065 -4.051 -2.260
H: -2.623 -2.281 1.011

Quick ranking, most stable first: arrangement three, arrangement one, arrangement four, arrangement two.

Arrangement one

The following is a quantum chemistry calculation of 2 unconnected molecules or ions with the total composition C2H2F2OS, from the OMol25 dataset.

Results
HOMO-LUMO gap (alpha / beta) in eV: 9.13 / 9.13
E_LUMO (alpha / beta) in Ha: -0.06515 / -0.06516
Spin multiplicity: 1

Cartesian coordinates (Å):
S: -1.283 -0.811 1.068
F: 0.249 1.760 0.508
F: -0.907 0.440 -1.226
O: 1.762 -0.729 0.761
C: -0.254 -0.079 -0.155
C: 1.190 -0.265 -0.209
H: 1.801 0.166 -1.181
H: -2.559 -0.482 0.434

Arrangement two

The following is a quantum chemistry calculation of 2 unconnected molecules or ions with the total composition C2H2F2OS, from the OMol25 dataset.

Results
HOMO-LUMO gap (alpha / beta) in eV: 9.35 / 9.35
E_LUMO (alpha / beta) in Ha: -0.05663 / -0.05664
Spin multiplicity: 1

Cartesian coordinates (Å):
S: 0.454 1.100 1.338
F: 0.528 -1.381 0.566
F: -1.781 -0.506 0.224
O: 0.087 1.264 -1.659
C: 0.202 -0.161 0.210
C: 0.072 0.146 -1.235
H: -0.075 -0.754 -1.852
H: 0.512 0.291 2.407

Arrangement three

The following is a quantum chemistry calculation of 2 unconnected molecules or ions with the total composition C2H2F2OS, from the OMol25 dataset.

Results
HOMO-LUMO gap (alpha / beta) in eV: 6.50 / 6.51
E_LUMO (alpha / beta) in Ha: -0.10344 / -0.10342
Spin multiplicity: 1

Cartesian coordinates (Å):
S: -1.272 -1.664 -0.178
F: 0.184 0.208 1.800
F: -0.516 1.863 0.414
O: 0.972 0.231 -1.560
C: 0.148 0.694 0.585
C: 0.988 0.128 -0.378
H: -2.187 -0.944 -0.942
H: 1.684 -0.516 0.259

Quick ranking, most stable first: arrangement two, arrangement one, arrangement three.

Arrangement one

The following is a quantum chemistry calculation of a molecular structure, C3H3NOS, from the OMol25 dataset.

Results
HOMO-LUMO gap in eV: 7.72
E_LUMO in Ha: -0.05511
Spin multiplicity: 1

Cartesian coordinates (Å):
S: 2.361 1.205 -0.078
O: 0.971 -2.183 -0.037
N: -0.802 -0.652 -0.113
C: -0.501 0.775 0.047
C: 0.881 0.338 0.215
C: 0.429 -1.113 0.083
H: -1.121 1.368 0.912
H: -0.448 1.323 -0.857
H: -1.769 -1.062 -0.171

Arrangement two

The following is a quantum chemistry calculation of 2 unconnected molecules or ions with the total composition C3H3NOS, from the OMol25 dataset.

Results
HOMO-LUMO gap in eV: 9.65
E_LUMO in Ha: 0.02031
Spin multiplicity: 1

Cartesian coordinates (Å):
S: -0.869 -1.959 -1.205
O: 2.235 0.289 -1.241
N: 0.084 -0.580 -1.422
C: -0.551 1.317 1.427
C: 1.224 -0.228 -1.312
C: 0.278 0.624 1.926
H: -1.781 -1.437 -1.830
H: -1.339 2.078 1.253
H: 0.718 -0.104 2.404

Arrangement three

The following is a quantum chemistry calculation of a single C3H3NOS molecule, from the OMol25 dataset.

Results
HOMO-LUMO gap in eV: 10.10
E_LUMO in Ha: -0.01326
Spin multiplicity: 1

Cartesian coordinates (Å):
S: 1.027 0.412 1.477
O: 0.656 2.531 0.012
N: 2.481 3.425 2.781
C: 1.083 2.068 1.044
C: -0.053 -0.133 0.145
C: 1.957 2.789 1.996
H: 0.527 -0.434 -0.711
H: -0.647 -0.760 0.614
H: -0.680 0.591 -0.309

Quick ranking, most stable first: arrangement three, arrangement one, arrangement two.

Arrangement one

The following is a quantum chemistry calculation of a single C3H3NOS molecule, from the OMol25 dataset.

Results
HOMO-LUMO gap in eV: 9.69
E_LUMO in Ha: 0.01758
Spin multiplicity: 1

Cartesian coordinates (Å):
S: 0.756 -2.077 0.729
O: 1.030 1.403 -0.495
N: 1.565 0.257 -0.150
C: -0.639 0.005 -0.217
C: -0.305 1.368 -0.404
C: 0.510 -0.463 0.252
H: -1.557 -0.331 -0.571
H: -0.916 2.121 -0.864
H: -0.443 -2.285 1.720

Arrangement two

The following is a quantum chemistry calculation of 2 unconnected molecules or ions with the total composition C3H3NOS, from the OMol25 dataset.

Results
HOMO-LUMO gap in eV: 8.62
E_LUMO in Ha: 0.02370
Spin multiplicity: 1

Cartesian coordinates (Å):
S: -1.397 1.093 -0.034
O: -0.898 -1.392 1.103
N: 2.137 0.683 0.550
C: 1.646 0.938 -0.478
C: -1.478 -0.656 0.234
C: -2.503 -0.455 -0.472
H: 1.328 1.277 -1.456
H: -3.468 -0.622 -0.909
H: -0.096 -1.022 1.538

Quick ranking, most stable first: arrangement one, arrangement two.